Formula: C20H14N3O3STi
Source: the Open Molecules 2025 dataset
Level of theory: ωB97M-V/def2-TZVPD

Its charge is +1. Its electronic energy is -2407.9435 hartree. The calculation puts the strongest force on any atom at 0.0679 hartree/bohr. The value obtained for the LUMO energy (alpha / beta) is -5.1 / -5.1 eV. The value obtained for the HOMO energy (alpha / beta) is -11.38 / -11.38 eV.

XYZ file:
```
42
C20H14N3O3STi (ωB97M-V/def2-TZVPD)
Ti 0.907 -0.271 0.263
C -1.623 -3.799 0.754
C -1.086 -2.553 1.014
N -0.232 -1.910 0.166
C -0.008 -2.508 -1.069
C -0.592 -3.760 -1.407
C -1.403 -4.391 -0.483
C -0.398 -4.220 -2.754
C 0.317 -3.490 -3.660
C 1.099 -2.398 -3.294
C 2.071 -1.798 -4.105
C 2.874 -0.777 -3.579
C 2.538 -0.212 -2.373
N 1.592 -0.740 -1.576
C 0.905 -1.885 -1.993
H -2.253 -4.278 1.482
H -1.247 -2.034 1.980
H -1.947 -5.304 -0.775
H -0.935 -5.131 -3.019
H 0.412 -3.829 -4.669
H 2.074 -2.052 -5.177
H 3.716 -0.333 -4.102
H 3.071 0.653 -1.963
O -4.020 3.308 0.835
S -2.741 3.779 0.479
O -2.601 4.895 -0.402
N -1.765 2.518 -0.144
C -0.725 2.308 0.603
O 0.194 1.406 0.316
C -0.537 3.146 1.777
C 0.461 3.077 2.734
C 0.299 3.814 3.887
C -0.797 4.653 4.013
C -1.791 4.825 3.052
C -1.626 4.018 1.942
H 1.318 2.425 2.559
H 1.070 3.712 4.694
H -0.890 5.238 4.911
H -2.609 5.534 3.115
C 2.157 -0.601 1.632
H 1.838 0.201 2.311
H 2.913 -1.236 2.026
```



Formula: C2H12N2O3
Source: the Open Molecules 2025 dataset
Level of theory: ωB97M-V/def2-TZVPD

Its charge is 0. The SMILES is C/N=C\N.O.O.O. Its electronic energy is -418.5763 hartree. The energy above the lowest of the compared OMol25 structures with the same formula, charge and spin comes out at 39.4 kcal/mol. The calculation puts the strongest force on any atom at 0.0392 hartree/bohr. The value obtained for the LUMO energy is 0.4 eV. The value obtained for the HOMO energy is -8.91 eV.

XYZ file:
```
19
C2H12N2O3 (ωB97M-V/def2-TZVPD)
C 0.113 0.418 -2.280
N 2.902 0.213 -1.276
C 1.786 0.533 -0.554
N 0.629 0.093 -0.906
H 0.152 1.497 -2.309
H -0.937 0.132 -2.188
H 0.580 -0.031 -3.154
H 2.863 -0.656 -1.766
H 3.817 0.488 -0.944
H 2.016 1.179 0.296
H -2.413 0.369 0.677
H -0.894 0.048 0.277
O -1.556 0.088 0.999
H -1.840 1.277 2.567
H -0.723 2.281 2.507
O -1.665 2.220 2.692
H -1.004 -3.764 2.071
H -1.944 -2.719 1.597
O -1.883 -3.667 1.696
```



Formula: C31H42O12S5
Source: the Open Molecules 2025 dataset
Level of theory: ωB97M-V/def2-TZVPD

Its charge is 0. The SMILES is CS(=O)(=O)c1cccc2c1C(=O)c1ccccc1C2=O.O=S1(=O)CCCC1.O=S1(=O)CCCC1.O=S1(=O)CCCC1.O=S1(=O)CCCC1. Its electronic energy is -4100.2414 hartree. The energy above the lowest of the compared OMol25 structures with the same formula, charge and spin comes out at 0.0 kcal/mol. The calculation puts the strongest force on any atom at 0.0091 hartree/bohr. The value obtained for the LUMO energy is -0.7 eV. The value obtained for the HOMO energy is -9.26 eV.

XYZ file:
```
90
C31H42O12S5 (ωB97M-V/def2-TZVPD)
C -6.029 2.641 0.868
S -4.823 1.399 0.562
O -5.535 0.152 0.423
O -3.723 1.493 1.481
C -4.161 1.779 -1.058
C -4.568 0.913 -2.065
C -4.020 1.015 -3.340
C -3.040 1.957 -3.597
C -2.600 2.799 -2.579
C -3.174 2.746 -1.306
C -2.665 3.707 -0.272
O -3.358 4.080 0.649
C -1.273 4.191 -0.449
C -0.566 4.650 0.659
C 0.743 5.081 0.500
C 1.338 5.077 -0.761
C 0.625 4.651 -1.873
C -0.681 4.198 -1.713
C -1.475 3.744 -2.880
O -1.220 4.075 -4.020
H -6.511 2.386 1.809
H -6.730 2.610 0.037
H -5.541 3.607 0.918
H -5.292 0.147 -1.826
H -4.338 0.342 -4.125
H -2.592 2.035 -4.578
H -1.034 4.642 1.633
H 1.317 5.423 1.352
H 2.361 5.409 -0.870
H 1.061 4.658 -2.862
C -0.505 -1.141 0.232
C 0.934 -1.433 0.672
C 1.708 -0.108 0.604
S 0.480 1.185 0.872
O 0.368 1.972 -0.335
O 0.732 1.860 2.125
C -0.934 0.106 0.993
H -1.153 -1.984 0.449
H -0.535 -0.954 -0.845
H 0.930 -1.811 1.696
H 1.396 -2.195 0.048
H 2.481 -0.011 1.363
H 2.134 0.067 -0.383
H -1.788 0.630 0.575
H -1.114 -0.101 2.047
C 3.809 -4.770 -2.985
C 5.040 -4.581 -2.087
C 4.544 -4.531 -0.636
S 3.038 -5.514 -0.593
O 1.929 -4.645 -0.281
O 3.245 -6.717 0.169
C 2.993 -5.889 -2.344
H 4.087 -5.019 -4.007
H 3.220 -3.851 -3.012
H 5.720 -5.425 -2.216
H 5.589 -3.676 -2.341
H 5.245 -4.959 0.075
H 4.273 -3.523 -0.328
H 1.955 -5.927 -2.664
H 3.465 -6.862 -2.477
C 2.747 4.203 2.973
C 4.233 4.037 3.323
C 4.916 5.390 3.080
S 3.644 6.639 3.339
O 3.397 7.310 2.086
O 3.940 7.405 4.523
C 2.305 5.495 3.652
H 2.149 3.357 3.298
H 2.624 4.292 1.892
H 4.332 3.755 4.372
H 4.701 3.255 2.727
H 5.733 5.593 3.767
H 5.259 5.498 2.053
H 1.388 5.920 3.251
H 2.223 5.379 4.732
C -3.441 -6.859 -0.747
C -1.996 -7.105 -0.289
C -1.265 -5.757 -0.328
S -2.528 -4.506 -0.052
O -2.645 -3.696 -1.240
O -2.333 -3.883 1.233
C -3.919 -5.630 0.019
H -4.080 -7.719 -0.554
H -3.464 -6.657 -1.820
H -1.997 -7.494 0.731
H -1.492 -7.838 -0.917
H -0.505 -5.650 0.441
H -0.826 -5.550 -1.302
H -4.785 -5.135 -0.413
H -4.099 -5.853 1.071
```



Formula: C34H60N2O26P2
Source: the Open Molecules 2025 dataset
Level of theory: ωB97M-V/def2-TZVPD

Its charge is 0. The SMILES is CCOP(=O)(OCC)OCC.CCOP(=O)(OCC)OCC.O=C1OCCO1.O=C1OCCO1.O=C1OCCO1.O=C1OCCO1.O=C1OCCO1.O=C1OCCO1.CC#N.CC#N. Its electronic energy is -4080.2940 hartree. The energy above the lowest of the compared OMol25 structures with the same formula, charge and spin comes out at 0.0 kcal/mol. The calculation puts the strongest force on any atom at 0.0479 hartree/bohr. The value obtained for the LUMO energy is 0.0 eV. The value obtained for the HOMO energy is -10.07 eV.

XYZ file:
```
124
C34H60N2O26P2 (ωB97M-V/def2-TZVPD)
C 2.976 -3.164 2.539
C 3.549 -2.612 1.313
N 3.972 -2.136 0.359
H 3.782 -3.526 3.172
H 2.273 -3.956 2.290
H 2.444 -2.350 3.026
C 1.934 4.671 -1.931
C 1.523 3.966 -0.733
N 1.214 3.436 0.238
H 1.479 5.661 -1.941
H 1.617 4.131 -2.821
H 3.016 4.784 -1.946
C 6.438 7.022 3.243
C 6.468 5.535 2.962
O 6.005 5.188 1.650
P 4.455 5.162 1.297
O 3.593 5.318 2.472
O 4.254 6.193 0.133
C 4.542 7.590 0.303
C 4.037 8.322 -0.919
O 4.279 3.828 0.503
C 4.225 2.564 1.176
C 5.578 1.880 1.201
H 5.425 7.381 3.420
H 7.110 7.271 4.061
H 6.824 7.556 2.370
H 7.500 5.192 3.028
H 5.880 4.994 3.703
H 4.060 7.983 1.200
H 5.623 7.695 0.391
H 2.953 8.255 -1.015
H 4.241 9.392 -0.833
H 4.538 7.957 -1.814
H 3.820 2.702 2.182
H 3.517 1.940 0.634
H 6.322 2.506 1.699
H 5.504 0.938 1.742
H 5.945 1.719 0.187
C -5.954 -8.652 -2.274
C -5.146 -8.147 -1.108
O -5.048 -6.715 -1.067
P -3.905 -5.977 -1.867
O -2.552 -6.384 -1.518
O -4.292 -6.174 -3.395
C -5.458 -5.558 -3.941
C -5.586 -6.027 -5.380
O -4.252 -4.462 -1.603
C -3.300 -3.423 -1.906
C -3.240 -2.474 -0.746
H -6.113 -9.728 -2.202
H -6.929 -8.163 -2.321
H -5.469 -8.481 -3.238
H -5.654 -8.442 -0.190
H -4.142 -8.574 -1.075
H -6.364 -5.827 -3.393
H -5.327 -4.475 -3.910
H -4.724 -5.707 -5.969
H -5.486 -7.117 -5.406
H -6.536 -5.741 -5.822
H -2.333 -3.823 -2.210
H -3.715 -2.884 -2.763
H -2.738 -1.543 -1.022
H -4.258 -2.240 -0.430
H -2.678 -2.844 0.112
C -1.310 -4.875 2.568
C -1.665 -5.669 1.314
O -0.697 -6.708 1.259
C 0.204 -6.550 2.244
O 1.108 -7.290 2.469
O -0.035 -5.419 2.942
H -1.961 -5.035 3.430
H -1.249 -3.808 2.383
H -1.682 -5.080 0.400
H -2.672 -6.091 1.341
C -3.494 1.047 -2.880
C -2.926 2.302 -2.180
O -1.519 2.157 -2.288
C -1.202 1.029 -2.976
O -0.103 0.657 -3.219
O -2.324 0.355 -3.307
H -4.032 1.327 -3.783
H -4.103 0.427 -2.229
H -3.291 2.379 -1.156
H -3.261 3.198 -2.704
C 1.007 0.359 1.376
C 0.082 0.522 0.175
O -0.228 -0.784 -0.240
C 0.150 -1.657 0.721
O -0.058 -2.828 0.665
O 0.760 -1.042 1.726
H 0.800 0.949 2.257
H 2.063 0.388 1.110
H 0.548 1.148 -0.583
H -0.766 1.153 0.469
C 1.339 4.169 4.134
C 0.416 4.269 5.366
O -0.508 3.195 5.196
C -0.373 2.655 3.968
O -1.039 1.767 3.539
O 0.630 3.240 3.290
H 2.319 3.761 4.373
H 1.465 5.073 3.548
H -0.106 5.225 5.335
H 0.956 4.138 6.296
C -1.737 5.625 0.119
C -1.757 4.382 1.000
O -3.156 4.055 1.048
C -3.841 4.774 0.126
O -5.004 4.629 -0.072
O -3.017 5.606 -0.529
H -0.968 5.594 -0.649
H -1.664 6.550 0.690
H -1.457 4.649 2.010
H -1.227 3.517 0.620
C 1.010 -3.491 -2.415
C 1.360 -4.781 -1.635
O 0.660 -5.795 -2.359
C 0.181 -5.305 -3.519
O -0.307 -5.966 -4.376
O 0.332 -3.960 -3.570
H 1.879 -2.891 -2.666
H 0.323 -2.906 -1.804
H 1.010 -4.733 -0.608
H 2.424 -5.015 -1.660
```



Formula: C17H58N10O12
Source: the Open Molecules 2025 dataset
Level of theory: ωB97M-V/def2-TZVPD

Its charge is 0. The SMILES is NC(N)=O.NC(N)=O.NC(N)=O.NC(N)=O.NC(N)=O.CC(C)O.CC(C)O.CC(C)O.CC(C)O.O.O.O. Its electronic energy is -2132.9687 hartree. The energy above the lowest of the compared OMol25 structures with the same formula, charge and spin comes out at 0.0 kcal/mol. The calculation puts the strongest force on any atom at 0.1318 hartree/bohr. The value obtained for the LUMO energy is 0.0 eV. The value obtained for the HOMO energy is -9.49 eV.

XYZ file:
```
97
C17H58N10O12 (ωB97M-V/def2-TZVPD)
O 3.292 2.290 -4.013
H 3.108 1.722 -3.265
H 3.382 1.691 -4.754
O -1.302 -2.546 6.042
H -1.708 -3.104 6.705
H -0.825 -1.885 6.544
O -0.033 -4.015 2.681
H 0.293 -4.904 2.820
H -0.422 -3.768 3.520
C 1.157 1.797 7.360
O 0.982 0.592 7.422
N 2.021 2.372 6.520
N 0.622 2.691 8.130
H 2.402 1.664 5.909
H 2.229 3.340 6.718
H 0.047 2.402 8.909
H 0.850 3.675 8.114
C -1.688 6.564 2.563
O -0.787 6.312 3.363
N -1.523 7.079 1.398
N -2.918 6.353 2.857
H -2.333 7.251 0.819
H -0.595 7.441 1.236
H -3.011 6.084 3.826
H -3.649 6.501 2.176
C 3.036 -3.396 -4.297
O 2.301 -2.518 -4.597
N 3.316 -3.774 -3.130
N 3.805 -3.932 -5.180
H 4.001 -4.514 -3.084
H 2.661 -3.514 -2.406
H 4.504 -4.548 -4.791
H 3.924 -3.505 -6.087
C 0.167 0.561 0.349
O 0.235 1.412 -0.527
N 0.104 -0.710 0.002
N 0.165 0.804 1.666
H 0.152 -0.881 -0.992
H -0.100 -1.482 0.621
H -0.061 1.739 1.973
H -0.056 0.014 2.255
C 3.085 6.662 -1.362
O 2.711 7.755 -0.981
N 3.588 6.443 -2.567
N 2.903 5.537 -0.738
H 3.810 7.312 -3.031
H 3.961 5.523 -2.754
H 2.194 5.584 -0.021
H 3.174 4.678 -1.194
C 5.081 -1.746 2.060
C 4.808 -1.000 3.411
C 5.221 -1.880 4.641
O 5.599 0.193 3.469
H 4.177 -2.125 1.582
H 5.892 -2.473 2.108
H 5.385 -1.089 1.246
H 3.744 -0.772 3.481
H 4.784 -1.534 5.578
H 6.310 -1.927 4.626
H 4.982 -2.942 4.583
H 6.468 0.024 3.098
C -2.375 4.265 -4.638
C -3.658 3.458 -4.996
C -4.957 3.991 -4.487
O -3.772 3.307 -6.425
H -2.173 4.373 -3.572
H -2.552 5.276 -5.004
H -1.527 3.872 -5.199
H -3.438 2.559 -4.419
H -5.817 3.326 -4.563
H -5.163 4.899 -5.056
H -4.790 4.167 -3.425
H -4.538 2.739 -6.533
C -5.928 -1.402 -1.272
C -5.233 -1.370 0.082
C -5.291 -0.026 0.796
O -6.137 -2.231 0.787
H -5.418 -0.703 -1.934
H -6.959 -1.075 -1.135
H -5.768 -2.397 -1.687
H -4.216 -1.755 0.158
H -5.046 0.036 1.856
H -6.217 0.534 0.665
H -4.576 0.684 0.382
H -6.153 -3.109 0.400
C 0.368 -8.098 -3.879
C -0.670 -8.347 -2.800
C -0.259 -7.482 -1.597
O -1.947 -8.071 -3.348
H 1.374 -8.515 -3.823
H 0.521 -7.037 -4.075
H 0.022 -8.500 -4.832
H -0.685 -9.414 -2.579
H -0.493 -7.989 -0.662
H -0.505 -6.424 -1.690
H 0.823 -7.437 -1.471
H -2.470 -7.694 -2.638
```



Formula: C20H46AuOP4
Source: the Open Molecules 2025 dataset
Level of theory: ωB97M-V/def2-TZVPD

Its charge is +3. As for the spin multiplicity: 3. Its electronic energy is -2364.9610 hartree. The energy above the lowest of the compared OMol25 structures with the same formula, charge and spin comes out at 8.4 kcal/mol. The calculation puts the strongest force on any atom at 0.0385 hartree/bohr. The value obtained for the LUMO energy (alpha / beta) is -8.9 / -11.9 eV. The value obtained for the HOMO energy (alpha / beta) is -16.24 / -16.73 eV.

XYZ file:
```
72
C20H46AuOP4 (ωB97M-V/def2-TZVPD)
Au -0.440 1.032 1.527
P -1.035 3.281 1.230
P -1.936 -0.338 2.555
P 1.488 0.390 -2.960
H -2.679 -3.335 0.241
C -1.780 -3.857 -0.095
C -0.614 -4.070 0.547
H -0.396 -4.002 1.616
C -2.376 3.564 0.037
C -1.624 3.954 2.821
C 0.335 4.358 0.719
C -1.539 -2.025 2.138
C -1.740 -0.221 4.349
C -3.677 -0.102 2.200
C 2.115 0.278 -4.617
C 2.001 1.851 -2.055
C -0.288 0.550 -2.985
H -1.886 -4.295 -1.089
H 0.215 -4.536 0.001
H -2.747 4.599 0.096
H -3.200 2.869 0.244
H -1.997 3.370 -0.975
H -1.948 4.997 2.723
H -0.818 3.903 3.565
H -2.470 3.357 3.183
H -0.022 5.133 0.027
H 1.103 3.762 0.214
H 0.790 4.845 1.591
H -1.119 -2.590 2.978
H -0.815 -1.960 1.315
H -2.447 -2.543 1.804
H -2.538 -0.790 4.833
H -1.825 0.833 4.620
H -0.770 -0.614 4.664
H -4.249 -0.528 3.034
H -3.953 -0.603 1.264
H -3.875 0.973 2.125
H 2.587 1.219 -4.911
H 1.299 0.069 -5.311
H 2.837 -0.541 -4.661
H 2.961 2.224 -2.411
H 2.063 1.636 -0.990
H 1.243 2.633 -2.170
H -0.667 0.313 -3.984
H -0.558 1.589 -2.785
H -0.771 -0.089 -2.230
C 0.952 -2.907 -2.261
C -0.455 -2.574 -2.296
C -1.191 -2.627 -3.463
C -0.602 -3.049 -4.663
C 0.744 -3.449 -4.656
C 1.499 -3.455 -3.500
O 1.676 -2.525 -1.280
H 1.979 -0.851 -2.425
H -0.893 -2.261 -1.342
H -2.240 -2.315 -3.406
H -1.222 -3.032 -5.563
H 1.189 -3.736 -5.611
H 2.554 -3.729 -3.516
C 3.404 1.027 0.991
P 1.906 0.628 1.994
C 2.077 -1.163 2.320
C 2.218 1.532 3.557
H 3.454 0.328 0.141
H 4.318 0.951 1.584
H 3.320 2.060 0.616
H 3.039 -1.422 2.777
H 1.270 -1.485 2.981
H 1.972 -1.691 1.364
H 3.250 1.422 3.915
H 2.022 2.601 3.380
H 1.524 1.179 4.330
```



Q: charge of number 1 (C20H14N3O3STi)?
A: +1



Q: Among the records above, which one has the highest charge?
A: C20H46AuOP4



Q: charge of number 6 (C20H46AuOP4)?
A: +3